{
  "formula": "CH2FOTl",
  "method": "the ωB97M-V functional and the def2-TZVPD basis",
  "symbols": ["C", "H", "H", "O", "Tl", "F"],
  "positions_angstrom": [[0.584, -0.849, 1.347], [0.639, -1.914, 1.642], [1.170, -0.298, 2.106], [-0.058, 1.370, -2.226], [-0.789, 0.182, -0.622], [-1.545, 1.509, -2.246]],
  "lowdin_charge": [-0.07, -0.05, -0.05, -0.40, 0.98, -0.40],
  "total_energy_ha": -386.56302,
  "e_lumo_ha": [-0.0724, -0.0499],
  "total_charge": 0,
  "e_homo_ev": [-8.8, -8.5],
  "homo_lumo_gap_ev": [6.8, 7.2]
}

{
  "formula": "CH2FRb",
  "method": "the ωB97M-V functional and the def2-TZVPD basis",
  "symbols": ["H", "Rb", "C", "F", "H"],
  "positions_angstrom": [[2.609, 0.029, -0.365], [1.489, 0.830, 1.945], [-0.949, -0.202, -0.282], [-1.889, 0.572, -0.714], [-1.260, -1.229, -0.584]],
  "lowdin_charge": [-0.34, 0.36, 0.02, -0.04, 0.00],
  "total_energy_ha": -163.01555,
  "e_lumo_ha": -0.0262,
  "total_charge": 0,
  "e_homo_ev": -5.6,
  "homo_lumo_gap_ev": 4.9
}

{
  "formula": "CH2I2O3",
  "method": "the ωB97M-V functional and the def2-TZVPD basis",
  "symbols": ["C", "O", "O", "O", "I", "I", "H", "H"],
  "positions_angstrom": [[-0.024, 0.105, 0.052], [-0.918, 0.759, -0.720], [-0.489, -1.156, 0.410], [1.228, 0.371, -0.318], [0.201, 1.420, 2.094], [1.713, -0.263, -2.184], [-1.732, 0.449, -0.431], [0.021, -1.684, 1.097]],
  "lowdin_charge": [-1.06, 0.02, -0.01, -0.72, 0.56, 0.97, 0.08, 0.15],
  "total_energy_ha": -860.36250,
  "e_lumo_ha": -0.0634,
  "total_charge": 0,
  "e_homo_ev": -9.1,
  "homo_lumo_gap_ev": 7.4
}

{
  "formula": "CH2IN",
  "method": "the ωB97M-V functional and the def2-TZVPD basis",
  "symbols": ["H", "N", "C", "I", "H"],
  "positions_angstrom": [[1.552, 0.697, 0.114], [0.500, 0.942, -0.058], [-0.142, -0.294, -0.012], [-2.278, -0.187, -0.061], [0.368, -1.158, 0.016]],
  "lowdin_charge": [0.06, -0.06, -0.68, 0.71, -0.03],
  "total_energy_ha": -391.69163,
  "e_lumo_ha": 0.0114,
  "total_charge": 0,
  "e_homo_ev": -9.7,
  "homo_lumo_gap_ev": 10.1,
  "smiles": "[H]/N=C/I"
}

{
  "formula": "CH2IN2PS",
  "method": "the ωB97M-V functional and the def2-TZVPD basis",
  "symbols": ["C", "N", "N", "P", "S", "I", "H", "H"],
  "positions_angstrom": [[-1.458, 1.174, -0.056], [-0.063, 0.562, -1.224], [0.744, -0.200, -0.958], [1.165, -1.353, 0.292], [-2.070, 2.601, -0.359], [-2.273, -0.510, 1.025], [1.513, -0.598, 1.275], [2.442, -1.677, 0.005]],
  "lowdin_charge": [-1.29, -0.04, -0.34, 0.77, 0.59, 0.62, -0.16, -0.14],
  "total_energy_ha": -1185.89144,
  "e_lumo_ha": [-0.0264, -0.0264],
  "total_charge": 0,
  "e_homo_ev": [-7.6, -7.6],
  "homo_lumo_gap_ev": [6.9, 6.9]
}

{
  "formula": "CH2IN2PS",
  "method": "the ωB97M-V functional and the def2-TZVPD basis",
  "symbols": ["C", "N", "N", "P", "S", "I", "H", "H"],
  "positions_angstrom": [[-1.159, -2.375, -1.647], [-1.362, -1.246, -1.310], [-1.452, -0.041, -1.313], [-2.281, 1.092, -0.549], [-0.955, -3.961, -1.807], [2.709, 0.289, -0.410], [-1.957, 2.219, -1.438], [1.967, -0.803, 0.228]],
  "lowdin_spin": [0.15, 0.09, 0.56, 0.74, 0.36, 0.00, 0.09, 0.00],
  "total_energy_ha": -1185.87848,
  "e_lumo_ha": [0.0167, -0.0991],
  "total_charge": 0,
  "spin_multiplicity": 3,
  "s_squared": 2.04,
  "e_homo_ev": [-7.2, -9.0],
  "homo_lumo_gap_ev": [7.6, 6.3]
}

Molecular weight per entry: 253.4; 118.5; 315.8; 154.9; 232.0; 232.0 g mol⁻¹
Energy relative to the best compared isomer or geometry (same formula, charge and spin) per entry: 1.662; 1.274; 1.925; 0.694; 4.033; 1.609 eV